ORCA calculation (the ωB97M-V functional and the def2-TZVPD basis) on one molecule with the formula C6H6NO2P in a non-equilibrium geometry.

Last columns: bonded neighbours and bond lengths (Å).
Element x y z (Å)
1 C 1.85 0.98 -0.15  C2 1.369, C3 1.368, H11 1.030
2 C 1.05 -0.13 -0.08  C1 1.369, C4 1.383, H12 1.169
3 C 1.22 2.18 -0.35  C1 1.368, N7 1.301, H13 1.179
4 C -0.33 0.02 -0.15  C2 1.383, C5 1.391, C6 1.551
5 C -0.80 1.32 -0.28  C4 1.391, N7 1.300, O8 1.587
6 C -1.29 -1.18 -0.37  C4 1.551, O9 1.410, H14 1.118, H15 1.111
7 N -0.07 2.38 -0.38  C3 1.301, C5 1.300
8 O -2.35 1.65 -0.21  C5 1.587, P10 1.654
9 O -2.66 -0.88 -0.45  C6 1.410, P10 1.625
10 P -3.36 0.42 0.23  O8 1.654, O9 1.625, H16 1.398
11 H 2.86 0.78 -0.09  C1 1.030
12 H 1.54 -1.19 0.00  C2 1.169
13 H 1.91 3.13 -0.36  C3 1.179
14 H -0.90 -1.59 -1.34  C6 1.118
15 H -0.94 -1.89 0.40  C6 1.111
16 H -3.01 0.14 1.55  P10 1.398

**2S+1**: 3
**Relative energy (zero: lowest compared OMol25 entry of this formula, charge and spin)**: 2.1079 eV
**⟨S²⟩**: 2.01
**Energy**: -778.63708 a.u.
**HOMO (alpha / beta)**: -5.5 / -9.4 eV